Density functional theory data (the ωB97M-V functional and the def2-TZVPD basis) for C22H37O3SiTi as an isolated structure.

```
64
Properties=species:S:1:pos:R:3
O -0.26994 -0.44677 -0.51995
C 1.03645 -0.99906 -1.04143
C 1.02251 -0.00721 -2.16455
H 0.85780 -2.02606 -1.36949
H 1.84829 -0.90734 -0.30555
C -0.46840 0.24846 -1.81949
H 1.22582 -0.42211 -3.14311
H 1.65423 0.86773 -1.98551
C -1.55031 -0.57552 -2.48580
H -1.32154 -1.64899 -2.38872
H -1.65023 -0.31758 -3.53784
H -2.51526 -0.35367 -2.00542
C -0.89653 1.70143 -1.79501
H -0.03914 2.37679 -1.83878
H -1.53400 1.95621 -0.94169
H -1.48179 1.87175 -2.71119
Ti 0.25798 0.52119 1.28892
C 0.96567 2.29359 2.45641
C 2.09301 1.40161 2.33292
C 2.40154 1.26984 0.94323
H 2.67664 0.98985 3.14398
C 1.48695 2.09686 0.20797
C 0.58279 2.70637 1.13767
H -0.21804 3.40135 0.89057
H 0.53358 2.65987 3.38489
H 3.23076 0.69772 0.53411
H 1.58034 2.36408 -0.83905
C -1.54184 -0.10229 2.78083
C -1.75965 1.18459 1.97642
C -2.58128 0.82244 0.88305
H -1.76775 2.14589 2.49178
C -2.67108 -0.59552 0.79357
C -1.97767 -1.18493 1.83498
H -1.87646 -2.23083 2.10676
H -2.10938 -0.08038 3.72348
H -3.09835 1.52495 0.22721
H -3.23423 -1.12678 0.03048
O 0.31918 -1.01740 -4.39409
C -0.09720 -0.06978 -5.43002
C 0.27982 -0.62740 -6.80424
H 0.40740 0.89422 -5.24620
H -1.18447 0.10306 -5.36058
C 1.20337 -1.82635 -6.51649
H 0.78566 0.13905 -7.39640
H -0.61258 -0.96362 -7.34121
C 1.13845 -2.05233 -4.99974
H 2.22934 -1.58273 -6.80129
H 0.87253 -2.70922 -7.06639
H 2.13882 -2.00065 -4.54451
H 0.69480 -3.03106 -4.75772
C 1.90650 0.01908 5.34064
Si 0.18546 -0.48515 4.90339
C -0.17847 -2.27487 5.20004
C -1.05768 0.63705 5.73852
O -0.06654 -0.24513 3.16410
H 2.04872 -0.18094 6.41488
H 2.08204 1.08885 5.17607
H 2.65557 -0.56038 4.78740
H -0.08935 -2.47810 6.27750
H -1.19148 -2.54943 4.88180
H 0.54053 -2.91203 4.67059
H -1.03023 1.65928 5.33927
H -2.08886 0.26205 5.68394
H -0.78282 0.68643 6.80407
```

* multiplicity: 2
* relative energy (zero: lowest compared OMol25 entry of this formula, charge and spin): 0.0 kJ/mol
* orbital gap (spin up / spin down): 0.1734 / 0.1688 Ha

Here are the Löwdin charges for atoms 1 to 8, given in e: -0.231, -0.090, -0.075, 0.128, 0.096, -0.466, 0.073, 0.101

Density functional theory data (the ωB97M-V functional and the def2-TZVPD basis) for C8H22F2NO9S2Ti as an isolated structure.

```
45
Properties=species:S:1:pos:R:3
Ti -0.03212 -1.05112 -0.31620
O 6.02743 -4.00072 -2.50677
C 5.65514 -2.71448 -2.02878
C 4.40313 -1.99171 -2.51357
O 3.22108 -2.74967 -2.55995
H 6.47216 -2.06008 -2.33265
H 5.86261 -2.70781 -0.95873
H 4.60562 -1.43000 -3.42548
H 4.29839 -1.17915 -1.79464
N -3.92934 -2.07603 -0.76549
S -4.63314 -2.11787 -2.10337
O -4.15925 -1.15125 -3.09652
O -5.99611 -2.62222 -2.19067
F -3.89023 -3.45759 -2.58633
S -5.02631 -0.90425 -0.27386
O -6.26583 -1.35279 0.39065
O -5.12065 0.38065 -1.08329
F -4.23464 -0.31125 0.98386
C 0.11389 -4.83440 5.28883
C 0.99495 -3.65105 4.72192
O 1.19289 -3.77673 3.32889
H 0.54664 -5.83465 5.27056
H -0.82945 -4.81150 4.74323
H -0.14259 -4.62372 6.32706
H 1.92571 -3.53349 5.27686
H 0.47281 -2.73383 4.99427
H 1.51225 -4.66696 3.16428
C -0.05080 4.72703 3.10298
C 0.13803 3.76436 1.92200
O 0.42978 2.58467 2.45632
H 0.96053 4.88909 3.47586
H -0.74607 4.33199 3.84369
H -0.49788 5.65037 2.73466
H 0.86725 4.25831 1.27985
H -0.81743 3.76500 1.39740
H 0.98609 2.86047 3.18847
C -0.22336 4.75407 -4.44298
C -0.99928 3.53610 -3.91568
O -0.02833 2.58517 -3.34722
H -0.73168 5.67705 -4.72195
H 0.37168 4.44492 -5.30231
H 0.33586 5.15319 -3.59676
H -1.51949 3.06414 -4.74919
H -1.73440 3.90444 -3.20012
H 0.21431 2.01316 -4.07903
```

* multiplicity: 4
* relative energy (zero: lowest compared OMol25 entry of this formula, charge and spin): 615.6 kJ/mol
* orbital gap (spin up / spin down): 0.1929 / 0.1768 Ha
* net charge: -2

Here are the Löwdin charges for atoms 1 to 8, given in e: 0.274, -0.324, -0.417, -0.382, -0.218, 0.069, 0.075, 0.082

| no. | electronic energy (eV) |
| --- | --- |
| 1 | -60545.51357 |
| 2 | -78779.59005 |